{
  "formula": "C4H5NO",
  "method": "wB97M-V/def2-TZVPD",
  "e_homo_ev": -9.030,
  "e_above_lowest_kcal_mol": 88.8,
  "max_force_ev_per_a": 1.2,
  "charge": 0,
  "multiplicity": 1,
  "lumo_energy_ev": 0.644,
  "orbital_gap_ha": 0.356,
  "species": ["O", "C", "N", "C", "C", "C", "H", "H", "H", "H", "H"],
  "xyz": [[2.241124, -1.064449, 0.076486], [1.187549, -0.475750, 0.016916], [-0.061004, -1.072168, -0.073751], [-1.188705, -0.248994, -0.184097], [-0.185397, 1.560941, 0.121179], [1.013131, 1.014032, 0.077487], [-0.139041, -2.013624, 0.277837], [-2.034546, -0.570151, 0.447082], [-1.521978, -0.033241, -1.204266], [-1.222833, 1.282878, 0.330240], [1.911699, 1.620526, 0.114887]],
  "forces_ev_per_a": [[-0.335, 0.101, -0.029], [0.251, -0.099, 0.033], [0.141, -0.005, 0.028], [0.282, 0.090, -0.068], [0.079, -1.227, -0.125], [-0.363, 0.163, -0.045], [0.052, 0.027, -0.056], [0.415, 0.379, -0.077], [0.145, 0.038, 0.123], [-0.625, 0.647, 0.227], [-0.042, -0.115, -0.011]]
}


{
  "formula": "C25H44Cl3LuN4O3Si",
  "method": "wB97M-V/def2-TZVPD",
  "e_homo_ev": -5.272,
  "e_above_lowest_kcal_mol": 16.9,
  "max_force_ev_per_a": 3.9,
  "charge": 0,
  "multiplicity": 1,
  "lumo_energy_ev": 0.161,
  "orbital_gap_ha": 0.200,
  "species": ["C", "C", "H", "H", "H", "C", "C", "H", "H", "H", "H", "Lu", "Cl", "Cl", "H", "H", "C", "C", "N", "H", "C", "O", "H", "H", "H", "H", "H", "H", "C", "C", "N", "H", "C", "O", "H", "H", "H", "H", "O", "C", "C", "C", "H", "C", "H", "C", "H", "C", "C", "H", "H", "H", "Si", "Cl", "C", "C", "C", "H", "H", "H", "H", "H", "H", "H", "H", "H", "C", "C", "C", "C", "N", "N", "C", "H", "H", "H", "H", "H", "H", "H", "H"],
  "xyz": [[3.892820, 2.335371, -0.628689], [2.602152, 3.066695, -0.363188], [4.686846, 2.946385, -1.060354], [3.613469, 1.529228, -1.326676], [4.275641, 1.850427, 0.281772], [2.180174, 4.204277, -0.963912], [2.970694, 4.861637, -2.024993], [1.139699, 4.518915, -0.821037], [3.385534, 4.115210, -2.720864], [3.790966, 5.456503, -1.609375], [2.311969, 5.512992, -2.600449], [-0.528995, -1.890842, 0.034594], [0.839566, -1.363276, 2.067711], [-0.670842, -3.953537, -1.326245], [-3.596895, -5.669642, 1.335758], [-1.561503, -6.641670, 3.096398], [-2.733548, -5.265376, 0.797675], [-0.935815, -6.145398, 2.337212], [-1.639006, -5.017647, 1.733822], [-2.992741, -4.296545, 0.365593], [-1.359989, -3.754103, 2.031737], [-1.954193, -2.779756, 1.474952], [-0.032294, -5.761520, 2.829533], [-0.536988, -3.563702, 2.730308], [-2.408736, -5.936738, -0.000256], [-0.649909, -6.888313, 1.575905], [1.535414, 1.084090, -2.862582], [-0.152825, 3.423333, -2.655916], [0.680053, 0.779444, -3.479090], [-0.781828, 2.760748, -3.272516], [-0.552193, 1.358973, -2.937672], [0.608323, -0.307683, -3.480716], [-1.289654, 0.718559, -2.029278], [-0.975313, -0.418215, -1.570504], [-1.834613, 3.016808, -3.116431], [-2.217646, 1.237558, -1.722936], [0.807277, 1.173677, -4.490815], [-0.507803, 2.905412, -4.325107], [1.491366, 1.476755, -0.753662], [1.569590, 2.203279, 0.367480], [-0.843585, 3.073188, 0.245969], [0.347883, 2.926503, 0.957118], [-0.919053, 2.582576, -0.731782], [-1.880320, 3.844993, 0.762460], [2.059751, 1.661745, 1.196793], [0.501591, 3.548076, 2.192394], [-2.803975, 3.927310, 0.190825], [-1.716477, 4.500866, 1.985437], [-0.522030, 4.358415, 2.701045], [1.445340, 3.395631, 2.729008], [-2.515402, 5.135993, 2.369519], [-0.381850, 4.876011, 3.653552], [3.073761, -2.908508, -1.077686], [1.728614, -1.172424, -0.917280], [2.575207, -3.685762, -2.694643], [2.681789, -4.016515, 0.370898], [4.850404, -2.419978, -1.044031], [1.878549, -3.065661, -3.266228], [2.066100, -4.638742, -2.526947], [3.450805, -3.869086, -3.328715], [5.198278, -1.998394, -1.991855], [5.440884, -3.326163, -0.846145], [5.076963, -1.697451, -0.255053], [2.032432, -3.543746, 1.113506], [3.612220, -4.271247, 0.895989], [2.198433, -4.945695, 0.039113], [-5.583971, 0.644698, 0.587891], [-4.209615, 0.521305, 1.104255], [-3.659615, 0.913760, 2.315253], [-2.303551, 0.526961, 2.297968], [-2.031766, -0.083241, 1.117426], [-3.211977, -0.069244, 0.424332], [-1.374254, 0.795501, 3.403489], [-6.267481, 0.057450, 1.215751], [-5.901471, 1.693678, 0.645629], [-5.672315, 0.299318, -0.451033], [-4.171321, 1.420491, 3.111887], [-3.275674, -0.485663, -0.503784], [-1.871952, 0.563554, 4.354449], [-0.470248, 0.191528, 3.312781], [-1.099325, 1.855654, 3.423257]],
  "forces_ev_per_a": [[-0.005, -0.139, -0.064], [-0.807, 1.844, 1.016], [-0.090, 0.096, 0.062], [0.444, 0.290, 0.192], [-0.097, 0.173, -0.130], [0.245, -1.075, 0.752], [0.117, 0.216, -0.603], [0.495, 0.096, 0.232], [0.077, 0.274, 0.055], [0.025, 0.067, -0.273], [0.213, 0.226, -0.152], [-0.457, 2.380, 0.438], [0.150, -0.568, 0.302], [0.087, -0.158, -0.093], [0.123, -0.077, -0.081], [0.131, 0.155, -0.299], [-0.080, 0.072, 0.011], [0.099, 0.091, 0.313], [-0.192, 0.356, 0.108], [-0.091, -0.444, 0.001], [-0.509, -0.211, -0.559], [0.619, -1.211, 0.678], [-0.215, -0.200, -0.154], [-0.116, -0.082, 0.032], [-0.030, 0.038, 0.210], [-0.125, 0.436, 0.169], [-0.302, -0.003, 0.096], [-0.070, -0.354, -0.095], [0.195, 0.129, 0.180], [-0.039, 0.093, 0.005], [-0.485, -0.543, 0.565], [-0.056, 0.121, -0.045], [1.270, -0.100, -0.614], [-1.110, 0.476, -0.404], [0.168, -0.014, -0.058], [0.417, -0.214, -0.042], [-0.100, -0.211, 0.051], [-0.250, 0.011, 0.258], [-2.976, -2.346, -0.838], [1.438, 0.800, -0.381], [0.207, -0.114, 0.056], [0.666, -0.168, -0.564], [0.122, 0.346, 0.671], [0.170, -0.125, 0.044], [-0.082, -0.063, 0.402], [-0.385, 0.319, 0.105], [0.063, 0.140, 0.205], [0.003, 0.013, -0.010], [0.184, -0.212, -0.131], [-0.379, 0.187, -0.126], [0.193, -0.169, -0.040], [-0.110, -0.148, -0.286], [-1.242, 0.126, 0.015], [2.231, -0.813, -0.734], [0.100, -0.177, -0.400], [0.049, -0.302, 0.286], [0.386, 0.377, -0.023], [0.120, 0.023, 0.143], [0.080, 0.079, 0.022], [-0.084, -0.010, 0.078], [-0.105, -0.018, 0.091], [-0.144, 0.129, -0.048], [-0.059, -0.079, -0.021], [0.103, 0.055, -0.104], [-0.160, -0.032, -0.089], [0.135, 0.208, 0.014], [-0.616, 0.120, -0.109], [0.714, 0.056, 0.822], [-0.166, -0.260, -0.677], [-0.953, -0.400, -1.612], [-0.178, 0.170, 0.400], [0.275, 0.027, -0.010], [0.655, -0.159, 0.447], [0.076, 0.125, -0.252], [-0.026, -0.263, -0.125], [0.003, 0.105, 0.267], [-0.033, 0.097, 0.086], [0.161, 0.234, 0.535], [0.110, 0.029, -0.187], [-0.161, 0.245, 0.104], [-0.042, -0.191, -0.089]]
}